Entry 1:
Below is a molecular structure, C5H9NO, with properties calculated with wB97M-V/def2-TZVPD.

Energy above the lowest of the compared OMol25 structures with the same formula, charge and spin (kJ/mol): 570.8
E (eV): -8863.2962
Gap between HOMO and LUMO (eV): 9.21
Maximum force (hartree/bohr): 0.0113

Geometry as ORCA input:
```
! RIJCOSX wB97M-V def2-TZVPD def2/J DEFGRID3
* xyz 0 1
C 2.527 -0.564 -0.009
C 1.209 0.529 0.550
N 2.189 1.264 0.048
O 0.070 0.569 -0.198
C -1.014 -0.110 0.398
C -2.059 -0.654 -0.514
C -2.344 0.560 0.341
H 2.833 -1.005 0.934
H 1.861 -1.217 -0.575
H 3.405 -0.342 -0.625
H 1.879 1.731 -0.831
H -0.727 -0.661 1.289
H -1.914 -0.487 -1.577
H -2.530 -1.600 -0.259
H -2.376 1.521 -0.164
H -3.010 0.464 1.193
*
```

=====

Entry 2:
Below is a single C5H9NO molecule at a distorted geometry, with properties calculated with wB97M-V/def2-TZVPD.

Energy above the lowest of the compared OMol25 structures with the same formula, charge and spin (kJ/mol): 127.0
E (eV): -8867.8960
Gap between HOMO and LUMO (eV): 11.20
Maximum force (hartree/bohr): 0.0214

Geometry as ORCA input:
```
! RIJCOSX wB97M-V def2-TZVPD def2/J DEFGRID3
* xyz 0 1
C -2.069 -0.299 -0.175
C -0.552 -0.359 -0.391
C 0.173 0.938 0.007
C 1.713 0.812 -0.080
O 2.197 -0.512 -0.051
C -0.062 -1.449 0.469
N 0.270 -2.225 1.262
H -2.521 0.513 -0.750
H -2.280 -0.139 0.889
H -2.528 -1.247 -0.473
H -0.316 -0.593 -1.437
H -0.164 1.752 -0.647
H -0.138 1.209 1.023
H 2.183 1.418 0.707
H 2.061 1.205 -1.040
H 1.971 -0.959 0.782
*
```